Entry 1:
Density functional theory data (wB97M-V/def2-TZVPD) for one molecule with the formula C17H15F2NO6S.

Properties
HOMO-LUMO gap: 0.32561 hartree
energy relative to the best compared isomer or geometry (same formula, charge and spin): 0.0 kcal per mole
LUMO energy: 0.32 eV
multiplicity: 1

Positions of all 42 atoms, in Å:
C1 5.3160 1.8043 -1.4963
H1 6.2231 2.2269 -1.0679
O1 4.6640 1.1568 -0.4303
C2 3.4868 0.5302 -0.6691
C3 2.8577 0.4749 -1.8987
C4 1.6327 -0.1726 -2.0486
C5 1.0976 -0.7893 -0.9519
C6 1.7157 -0.7760 0.3111
C7 2.9096 -0.0772 0.4886
O2 3.6146 0.1309 1.6062
C8 3.0308 -0.0542 2.8808
H2 3.7116 0.4306 3.5793
H3 2.9284 -1.1101 3.1318
H4 2.0473 0.4180 2.9339
C9 0.8845 -1.6289 1.1932
O3 1.0655 -2.0243 2.3101
O4 -0.2014 -2.0402 0.4872
C10 -0.2133 -1.5061 -0.8309
N1 -1.2885 -0.5678 -1.0074
C11 -2.5733 -0.8257 -0.6263
C12 -3.4491 0.2222 -0.3189
C13 -4.7792 0.0012 -0.0035
C14 -5.2772 -1.2851 0.0201
C15 -4.4167 -2.3446 -0.2490
C16 -3.0936 -2.1279 -0.5644
H5 -2.4417 -2.9637 -0.7547
H6 -4.7897 -3.3570 -0.2109
H7 -6.3126 -1.4665 0.2582
H8 -5.3957 0.8592 0.2129
S1 -2.8597 1.8894 -0.1436
O5 -3.9518 2.8122 -0.0980
O6 -1.7520 2.1700 -1.0160
C17 -2.1359 1.8589 1.6056
F1 -1.1796 0.9094 1.6318
F2 -1.5513 3.0360 1.8498
H9 -2.8905 1.6465 2.3713
H10 -1.0238 0.4117 -0.9988
H11 -0.3257 -2.3517 -1.5253
H12 1.1291 -0.1855 -3.0009
H13 3.2985 0.9547 -2.7567
H14 5.5851 1.1007 -2.2906
H15 4.7036 2.6099 -1.9135

Force components x, y, z for each atom (eV/Å):
C 0.091 0.092 -0.170
H -0.056 -0.012 -0.080
O -0.192 -0.153 0.179
C -0.008 -0.053 0.190
C 0.126 0.078 0.127
C -0.126 -0.175 0.191
C 0.220 0.062 0.164
C 0.014 0.210 -0.499
C 0.033 0.127 -0.171
O 0.092 -0.119 -0.406
C -0.083 -0.136 0.532
H -0.074 0.015 -0.046
H 0.036 0.181 -0.064
H 0.030 0.000 -0.027
C 0.260 -0.271 0.532
O -0.147 0.057 -0.199
O -0.167 -0.194 0.172
C -0.289 0.099 -0.492
N 0.534 0.064 -0.031
C -0.127 -0.305 -0.166
C 0.387 0.783 0.134
C -0.269 -0.108 0.017
C -0.061 0.106 0.027
C 0.030 0.116 -0.006
C 0.117 0.116 0.021
H 0.076 -0.119 -0.031
H -0.014 -0.101 -0.003
H -0.100 0.000 0.024
H -0.153 0.040 0.044
S 0.023 0.050 0.815
O -0.348 -0.083 0.130
O 0.197 -0.201 -0.106
C -0.232 -0.165 -0.447
F 0.093 -0.210 0.010
F -0.075 0.238 -0.122
H -0.048 0.014 -0.257
H 0.105 -0.234 -0.048
H 0.070 0.124 0.234
H -0.059 0.003 -0.150
H 0.112 0.080 -0.046
H -0.025 0.023 0.020
H 0.008 -0.037 0.007

Results of the Mulliken charge analysis, in e, for atoms 1 through 4:
1. C -0.965
2. H 0.240
3. O -0.424
4. C 0.783

Entry 2:
Density functional theory data (wB97M-V/def2-TZVPD) for one molecule with the formula C17H15F3N2O2.

Properties
HOMO-LUMO gap: 0.35771 hartree
LUMO energy: 0.69 eV
multiplicity: 1

Positions of all 39 atoms, in Å:
C1 4.5068 1.2179 -1.1567
C2 3.9959 0.0283 -0.4073
C3 4.8531 -1.0135 -0.0781
C4 4.4081 -2.1198 0.6231
C5 3.0845 -2.1988 1.0188
C6 2.2175 -1.1663 0.7130
C7 2.6589 -0.0542 0.0015
C8 1.6949 1.0254 -0.3518
O1 1.6148 1.5514 -1.4430
N1 0.8551 1.3804 0.6676
H1 0.9922 0.9837 1.5837
C9 -0.0288 2.5111 0.5389
H2 0.1869 2.9612 -0.4397
H3 0.1607 3.2580 1.3153
C10 -1.5186 2.1775 0.5620
O2 -2.3398 2.9667 0.9630
N2 -1.7893 0.9310 0.0769
C11 -3.0361 0.3282 -0.0679
C12 -4.2111 1.0781 -0.0957
C13 -5.4354 0.4596 -0.2557
C14 -5.5218 -0.9161 -0.3961
C15 -4.3694 -1.6773 -0.3637
C16 -3.1334 -1.0662 -0.1965
C17 -1.9000 -1.9137 -0.1221
F1 -2.1427 -3.2240 -0.1870
F2 -1.2152 -1.7180 1.0306
F3 -1.0110 -1.6459 -1.1047
H4 -4.4203 -2.7505 -0.4625
H5 -6.4787 -1.3957 -0.5255
H6 -6.3311 1.0611 -0.2760
H7 -4.1493 2.1471 0.0166
H8 -0.9739 0.3962 -0.1942
H9 1.1834 -1.2416 1.0125
H10 2.7256 -3.0598 1.5618
H11 5.0936 -2.9204 0.8584
H12 5.8882 -0.9567 -0.3831
H13 4.4032 2.1209 -0.5554
H14 5.5545 1.0888 -1.4156
H15 3.9276 1.3655 -2.0654

Force components x, y, z for each atom (eV/Å):
C 0.003 0.047 -0.183
C -0.089 -0.009 0.022
C -0.039 0.029 -0.011
C -0.059 -0.055 0.040
C 0.047 -0.088 0.059
C 0.003 0.116 -0.025
C 0.262 -0.311 -0.048
C -0.126 -0.034 0.178
O 0.128 0.022 -0.217
N -0.205 0.088 0.270
H 0.125 0.012 -0.104
C -0.025 0.321 -0.131
H -0.065 -0.008 0.231
H -0.103 -0.116 -0.101
C 0.374 -0.182 0.038
O -0.145 0.277 0.067
N 0.357 -0.140 -0.177
C -0.492 -0.191 -0.020
C 0.111 0.163 0.010
C 0.035 -0.197 -0.024
C -0.079 0.001 0.006
C 0.154 0.102 -0.003
C 0.056 -0.014 0.010
C 0.245 -0.186 0.095
F -0.246 -0.120 -0.054
F -0.045 0.107 0.211
F 0.006 0.217 -0.196
H 0.014 -0.056 -0.003
H -0.102 -0.045 -0.011
H -0.076 0.070 -0.002
H -0.003 0.017 -0.005
H -0.157 0.091 0.075
H -0.131 -0.007 -0.002
H -0.034 -0.077 0.038
H 0.056 -0.065 0.019
H 0.088 0.035 -0.033
H 0.020 0.100 -0.024
H 0.073 0.015 0.027
H 0.063 0.074 -0.021

Results of the Mulliken charge analysis, in e, for atoms 1 through 4:
1. C -1.407
2. C 0.839
3. C -0.737
4. C -0.554

Entry 3:
Density functional theory data (wB97M-V/def2-TZVPD) for one molecule with the formula C17H15FN2O6S at a distorted geometry.

Properties
HOMO-LUMO gap: 0.29670 hartree
energy relative to the best compared isomer or geometry (same formula, charge and spin): 1.6 kcal per mole
LUMO energy: -0.61 eV
multiplicity: 1

Positions of all 42 atoms, in Å:
O1 6.3097 0.2922 0.7272
C1 5.3839 0.9776 0.3684
O2 5.5077 2.2962 0.1587
H1 6.4185 2.5741 0.3417
C2 4.0215 0.4715 0.1138
C3 2.9944 1.2958 -0.2982
C4 1.7220 0.7835 -0.5475
C5 1.4457 -0.6023 -0.3728
N1 0.2179 -1.0916 -0.6000
C6 -0.3086 -2.3736 -0.2385
C7 -1.6310 -2.1984 0.5098
H2 -2.0938 -3.1700 0.6820
H3 -2.3044 -1.5564 -0.0589
S1 -1.3065 -1.3816 2.1142
C8 -2.8418 -0.3904 2.2840
C9 -2.9353 0.6758 1.2435
C10 -3.8546 0.5741 0.2058
C11 -3.9408 1.5612 -0.7599
C12 -3.0933 2.6500 -0.6772
C13 -2.1583 2.7715 0.3366
C14 -2.0819 1.7748 1.2895
H4 -1.3510 1.8418 2.0824
H5 -1.5001 3.6255 0.3588
F1 -3.1921 3.6214 -1.6016
H6 -4.6531 1.4948 -1.5669
H7 -4.5238 -0.2739 0.1597
H8 -2.7665 0.0334 3.2849
H9 -3.6831 -1.0816 2.2431
H10 0.3895 -2.8995 0.4234
C15 -0.5212 -3.2712 -1.4645
O3 -1.2470 -4.2250 -1.4836
O4 0.2093 -2.8717 -2.5001
H11 0.0711 -3.4491 -3.2684
H12 -0.4483 -0.4221 -0.9854
C16 2.5192 -1.4147 0.0547
C17 3.7630 -0.8982 0.2873
H13 4.5766 -1.5336 0.6022
H14 2.3598 -2.4733 0.1779
N2 0.7312 1.7146 -0.9514
O5 0.9677 2.8988 -0.8295
O6 -0.3342 1.2969 -1.4036
H15 3.1622 2.3525 -0.4416

Force components x, y, z for each atom (eV/Å):
O -0.041 -0.031 0.004
C 0.345 -0.230 0.110
O -0.145 0.528 -0.126
H -0.087 -0.302 0.032
C -0.219 0.006 -0.065
C 0.020 -0.098 0.007
C 0.993 -0.708 0.355
C -0.120 0.305 -0.100
N -0.446 0.163 -0.134
C 0.042 -0.104 0.007
C 0.095 0.014 0.562
H -0.010 0.101 -0.141
H -0.013 -0.056 -0.117
S -0.136 -0.115 -0.118
C 0.428 -0.392 -0.074
C -0.131 -0.020 -0.067
C 0.134 0.038 0.205
C 0.119 0.308 -0.197
C -0.143 -0.197 0.186
C -0.138 0.105 -0.055
C -0.175 0.024 -0.083
H 0.092 0.038 0.077
H 0.058 0.083 -0.030
F 0.066 -0.016 -0.011
H -0.068 0.035 -0.096
H -0.061 -0.077 0.017
H -0.093 -0.054 0.026
H -0.082 0.132 0.088
H -0.071 0.020 -0.137
C -0.099 -0.140 0.248
O -0.132 -0.154 0.061
O 0.455 0.282 -0.532
H -0.160 -0.091 0.296
H 0.283 -0.179 0.184
C -0.001 -0.052 0.026
C -0.007 0.281 -0.022
H 0.047 -0.087 0.025
H -0.016 -0.092 -0.003
N -0.573 0.387 -0.171
O -0.043 0.274 -0.046
O 0.051 0.098 -0.203
H -0.018 -0.025 0.010

Results of the Mulliken charge analysis, in e, for atoms 1 through 4:
1. O -0.604
2. C 0.554
3. O -0.447
4. H 0.351

Entry 4:
Density functional theory data (wB97M-V/def2-TZVPD) for one molecule with the formula C17H15N3O3S at a distorted geometry.

Properties
HOMO-LUMO gap: 0.31503 hartree
energy relative to the best compared isomer or geometry (same formula, charge and spin): 46.5 kcal per mole
LUMO energy: 0.44 eV
multiplicity: 1

Positions of all 39 atoms, in Å:
C1 -1.9270 -3.5727 -0.8187
C2 -1.9672 -2.4360 0.1287
C3 -0.9477 -1.6766 0.6587
C4 -1.5690 -0.7176 1.5119
C5 -2.8983 -0.9663 1.4344
O1 -3.1432 -1.9970 0.6016
H1 -3.7435 -0.5011 1.8999
H2 -1.0789 0.0302 2.0986
C6 0.4457 -1.7870 0.3543
N1 1.0599 -2.7438 -0.2721
N2 2.3472 -2.3781 -0.4149
C7 2.4635 -1.2120 0.1309
S1 3.8640 -0.2016 0.1836
C8 3.0211 1.4252 0.3248
H3 2.7999 1.6052 1.3735
H4 3.7514 2.1500 -0.0340
C9 1.7887 1.4228 -0.5782
O2 1.8367 0.9562 -1.6952
N3 0.6539 1.9307 -0.0349
C10 -0.6325 1.7213 -0.5566
C11 -1.0169 0.9215 -1.6169
C12 -2.3742 0.8032 -1.8807
C13 -3.3166 1.4702 -1.1177
C14 -2.9208 2.2819 -0.0621
C15 -1.5774 2.3979 0.2143
C16 -0.8868 3.1829 1.2903
H5 -1.3389 3.0308 2.2702
H6 -0.9257 4.2512 1.0644
C17 0.5551 2.6521 1.2311
H7 0.7424 1.9669 2.0668
H8 1.2919 3.4575 1.2651
H9 -3.6508 2.8064 0.5360
H10 -4.3664 1.3604 -1.3429
H11 -2.6947 0.1749 -2.6978
H12 -0.2877 0.4024 -2.2155
O3 1.2996 -0.7757 0.6734
H13 -0.9115 -3.6865 -1.1863
H14 -2.2279 -4.4928 -0.3189
H15 -2.6136 -3.3995 -1.6453

Force components x, y, z for each atom (eV/Å):
C -0.266 0.116 0.092
C 1.194 0.154 -0.033
C -0.882 -0.221 -0.092
C -0.524 -0.181 0.000
C 0.575 0.575 0.422
O -0.342 -0.352 -0.180
H -0.178 0.005 0.006
H 0.049 0.220 0.160
C 0.358 -0.629 -0.408
N -1.450 -0.186 0.486
N 1.457 0.882 -0.116
C 0.031 -0.428 -0.124
S 0.232 0.381 0.151
C 0.093 -0.596 -0.040
H -0.021 0.101 -0.098
H -0.033 0.032 0.014
C 0.190 0.372 0.029
O 0.001 -0.060 -0.134
N -0.041 0.208 -0.183
C -0.487 0.043 -0.075
C 0.135 -0.094 -0.145
C -0.051 0.005 0.053
C -0.172 0.005 -0.010
C 0.138 0.002 -0.049
C 0.130 -0.075 -0.136
C 0.005 0.104 -0.073
H 0.056 0.033 0.020
H 0.023 -0.002 0.058
C 0.231 0.093 0.491
H 0.027 0.070 -0.043
H -0.063 -0.094 0.083
H -0.100 0.053 0.072
H -0.104 -0.015 -0.036
H -0.035 -0.059 -0.084
H 0.043 -0.004 -0.019
O -0.156 -0.299 0.070
H -0.031 -0.039 -0.033
H 0.004 -0.104 0.003
H -0.039 -0.016 -0.099

Results of the Mulliken charge analysis, in e, for atoms 1 through 4:
1. C -1.387
2. C 0.123
3. C 1.391
4. C -0.479

- The lowest HOMO-LUMO gap belongs to which entry?
  C17H15FN2O6S

- The highest LUMO energy belongs to which entry?
  C17H15F3N2O2

Repeat the second record exactly.
Density functional theory data (wB97M-V/def2-TZVPD) for one molecule with the formula C17H15F3N2O2.

Properties
HOMO-LUMO gap: 0.35771 hartree
LUMO energy: 0.69 eV
multiplicity: 1

Positions of all 39 atoms, in Å:
C1 4.5068 1.2179 -1.1567
C2 3.9959 0.0283 -0.4073
C3 4.8531 -1.0135 -0.0781
C4 4.4081 -2.1198 0.6231
C5 3.0845 -2.1988 1.0188
C6 2.2175 -1.1663 0.7130
C7 2.6589 -0.0542 0.0015
C8 1.6949 1.0254 -0.3518
O1 1.6148 1.5514 -1.4430
N1 0.8551 1.3804 0.6676
H1 0.9922 0.9837 1.5837
C9 -0.0288 2.5111 0.5389
H2 0.1869 2.9612 -0.4397
H3 0.1607 3.2580 1.3153
C10 -1.5186 2.1775 0.5620
O2 -2.3398 2.9667 0.9630
N2 -1.7893 0.9310 0.0769
C11 -3.0361 0.3282 -0.0679
C12 -4.2111 1.0781 -0.0957
C13 -5.4354 0.4596 -0.2557
C14 -5.5218 -0.9161 -0.3961
C15 -4.3694 -1.6773 -0.3637
C16 -3.1334 -1.0662 -0.1965
C17 -1.9000 -1.9137 -0.1221
F1 -2.1427 -3.2240 -0.1870
F2 -1.2152 -1.7180 1.0306
F3 -1.0110 -1.6459 -1.1047
H4 -4.4203 -2.7505 -0.4625
H5 -6.4787 -1.3957 -0.5255
H6 -6.3311 1.0611 -0.2760
H7 -4.1493 2.1471 0.0166
H8 -0.9739 0.3962 -0.1942
H9 1.1834 -1.2416 1.0125
H10 2.7256 -3.0598 1.5618
H11 5.0936 -2.9204 0.8584
H12 5.8882 -0.9567 -0.3831
H13 4.4032 2.1209 -0.5554
H14 5.5545 1.0888 -1.4156
H15 3.9276 1.3655 -2.0654

Force components x, y, z for each atom (eV/Å):
C 0.003 0.047 -0.183
C -0.089 -0.009 0.022
C -0.039 0.029 -0.011
C -0.059 -0.055 0.040
C 0.047 -0.088 0.059
C 0.003 0.116 -0.025
C 0.262 -0.311 -0.048
C -0.126 -0.034 0.178
O 0.128 0.022 -0.217
N -0.205 0.088 0.270
H 0.125 0.012 -0.104
C -0.025 0.321 -0.131
H -0.065 -0.008 0.231
H -0.103 -0.116 -0.101
C 0.374 -0.182 0.038
O -0.145 0.277 0.067
N 0.357 -0.140 -0.177
C -0.492 -0.191 -0.020
C 0.111 0.163 0.010
C 0.035 -0.197 -0.024
C -0.079 0.001 0.006
C 0.154 0.102 -0.003
C 0.056 -0.014 0.010
C 0.245 -0.186 0.095
F -0.246 -0.120 -0.054
F -0.045 0.107 0.211
F 0.006 0.217 -0.196
H 0.014 -0.056 -0.003
H -0.102 -0.045 -0.011
H -0.076 0.070 -0.002
H -0.003 0.017 -0.005
H -0.157 0.091 0.075
H -0.131 -0.007 -0.002
H -0.034 -0.077 0.038
H 0.056 -0.065 0.019
H 0.088 0.035 -0.033
H 0.020 0.100 -0.024
H 0.073 0.015 0.027
H 0.063 0.074 -0.021

Results of the Mulliken charge analysis, in e, for atoms 1 through 4:
1. C -1.407
2. C 0.839
3. C -0.737
4. C -0.554